{"formula": "CH8NO3", "method": "the ωB97M-V functional and the def2-TZVPD basis", "relative_energy_ev": 0.386, "orbital_gap_ev": 8.6, "mol_weight_g_mol": 82.08, "multiplicity": 1, "charge": -1, "elements": ["N", "C", "O", "H", "H", "H", "H", "H", "H", "O", "H", "H", "O"], "xyz": [[-1.736816, -0.254525, -0.244046], [-0.548203, 0.396283, 0.432095], [0.635871, -0.171479, 0.009951], [-1.942451, 0.285559, -1.076828], [-1.245738, -1.039178, -0.676754], [-0.454518, 1.485734, 0.339372], [-0.768590, 0.132401, 1.477091], [1.012774, 2.427429, -1.453856], [1.224599, 1.004509, -0.919845], [1.630575, 1.724252, -1.527500], [0.922266, -1.274757, 0.770861], [0.220028, -2.554158, 1.534082], [1.050202, -2.162070, 1.335378]], "forces_ev_per_angstrom": [[0.543, 0.658, -0.650], [0.490, -1.568, 0.436], [-0.472, 1.127, -0.382], [-0.224, 0.318, -0.158], [-0.192, -0.255, 0.266], [-0.843, 0.177, -0.179], [0.393, 0.398, 0.327], [-0.716, 1.040, -0.013], [0.624, -0.134, -0.347], [0.298, -1.081, 0.300], [-0.299, -0.490, 0.151], [-1.051, -0.225, 0.073], [1.449, 0.035, 0.176]], "mulliken_charge": [-0.709, -0.286, -0.957, 0.236, 0.270, 0.255, 0.231, 0.243, 0.527, -0.717, 0.461, 0.224, -0.779]}



{"formula": "C4H7ClO", "method": "the ωB97M-V functional and the def2-TZVPD basis", "relative_energy_ev": 1.982, "orbital_gap_ev": 10.1, "mol_weight_g_mol": 106.55, "multiplicity": 1, "elements": ["C", "C", "C", "C", "O", "Cl", "H", "H", "H", "H", "H", "H", "H"], "xyz": [[-1.232454, -0.081326, 1.235263], [1.325600, 0.234861, 0.565942], [-0.352427, -0.264226, -1.478117], [0.029470, 0.456980, -0.184314], [-1.536110, 0.710141, 2.080135], [-1.573413, -1.740692, 1.368978], [1.493768, -0.799377, 0.553749], [1.271021, 0.837354, 1.495920], [2.021787, 0.628506, -0.071386], [-1.354392, -0.039901, -1.786194], [0.393355, 0.040099, -2.102214], [-0.399082, -1.437013, -1.361511], [-0.087123, 1.454594, -0.316251]], "forces_ev_per_angstrom": [[2.369, 3.874, -1.400], [-2.481, 0.596, -0.041], [-0.923, -3.178, 3.376], [-2.997, -4.183, 2.912], [0.048, -0.927, -0.892], [-0.288, -1.394, -0.173], [0.492, -1.532, 1.111], [0.365, -0.972, -0.338], [2.409, 1.257, -1.382], [-0.297, 0.683, -0.359], [1.723, 0.412, -2.603], [0.626, 2.218, -0.168], [-1.045, 3.145, -0.042]], "mulliken_charge": [0.426, -1.342, -1.256, 0.175, -0.432, -0.151, 0.392, 0.339, 0.415, 0.339, 0.418, 0.259, 0.417]}



{"formula": "C56H50ClN2O14P", "method": "the ωB97M-V functional and the def2-TZVPD basis", "smiles": "C=CC[C@](C#N)([C@H](Cl)CC)[C@@H](C#N)P(CC)CC.O=C1C=CC(=O)C=C1.O=C1C=CC(=O)C=C1.O=C1C=CC(=O)C=C1.O=C1C=CC(=O)C=C1.O=C1C=CC(=O)C=C1.O=C1C=CC(=O)C=C1.O=C1C=CC(=O)C=C1", "orbital_gap_ev": 6.4, "mol_weight_g_mol": 1041.44, "multiplicity": 1, "elements": ["C", "C", "C", "C", "C", "N", "C", "Cl", "C", "C", "C", "C", "N", "P", "C", "C", "C", "C", "H", "H", "H", "H", "H", "H", "H", "H", "H", "H", "H", "H", "H", "H", "H", "H", "H", "H", "H", "H", "H", "H", "C", "C", "C", "O", "C", "C", "C", "O", "H", "H", "H", "H", "C", "C", "C", "O", "C", "C", "C", "O", "H", "H", "H", "H", "C", "C", "C", "O", "C", "C", "C", "O", "H", "H", "H", "H", "C", "C", "C", "O", "C", "C", "C", "O", "H", "H", "H", "H", "C", "C", "C", "O", "C", "C", "C", "O", "H", "H", "H", "H", "C", "C", "C", "O", "C", "C", "C", "O", "H", "H", "H", "H", "C", "C", "C", "O", "C", "C", "C", "O", "H", "H", "H", "H"], "xyz": [[-0.738831, 4.072155, 1.545215], [-0.383765, 2.785193, 1.450270], [-0.937726, 1.634395, 2.298089], [-1.620400, 0.484230, 1.464349], [-1.419851, -0.794459, 2.289683], [-1.246933, -1.749186, 2.866385], [-0.966596, 0.224827, 0.062428], [-1.693158, 1.204710, -1.270876], [-0.900118, -1.272982, -0.384828], [-0.313840, -1.304830, -1.857126], [-3.175933, 0.735558, 1.463639], [-3.555677, 2.179861, 1.184628], [-3.938547, 3.172352, 0.794498], [-4.185292, -0.465146, 0.405052], [-4.983084, -1.636989, 1.644713], [-5.888530, -0.818658, 2.670864], [-5.628009, 0.386486, -0.408478], [-5.324866, 0.663664, -1.939621], [-0.780256, 4.658604, 0.614161], [-0.947899, 4.503546, 2.535482], [0.391472, 2.521812, 0.708754], [-1.618049, 2.065456, 3.063424], [-0.112665, 1.153873, 2.877635], [0.089760, 0.556193, 0.145090], [-1.879506, -1.771008, -0.449844], [-0.170382, -1.865483, 0.203813], [0.215409, -2.270807, -2.005516], [-1.088188, -1.180488, -2.629617], [0.468058, -0.521239, -1.970668], [-3.513234, 0.564572, 2.513791], [-5.562916, -2.438276, 1.132446], [-4.160934, -2.066315, 2.250553], [-5.385465, -0.742002, 3.657687], [-6.884896, -1.279022, 2.809464], [-6.029109, 0.219184, 2.309588], [-6.012113, 1.277763, 0.121316], [-6.457988, -0.356827, -0.417374], [-4.444171, 0.097777, -2.292977], [-5.237546, 1.755574, -2.074493], [-6.190451, 0.287463, -2.527779], [3.814815, -6.587261, -1.597002], [2.539519, -6.374902, -1.913900], [1.795635, -5.214142, -1.370736], [0.632582, -5.020531, -1.657437], [2.526213, -4.298406, -0.462772], [3.801330, -4.510501, -0.145707], [4.545615, -5.671490, -0.689009], [5.708243, -5.864371, -0.402275], [4.374208, -7.429798, -1.983297], [1.990466, -7.032597, -2.575792], [1.966609, -3.455689, -0.076274], [4.350178, -3.852721, 0.516301], [-6.228553, -4.964669, 3.043770], [-6.762752, -5.554126, 4.111020], [-8.043600, -6.294600, 4.019704], [-8.532282, -6.830330, 4.991496], [-8.705216, -6.354457, 2.694243], [-8.170602, -5.764843, 1.627434], [-6.890541, -5.025073, 1.719653], [-6.400643, -4.487957, 0.746353], [-5.294360, -4.418909, 3.091063], [-6.293076, -5.521121, 5.085906], [-9.639113, -6.899975, 2.646432], [-8.639867, -5.797568, 0.652210], [3.871704, 4.895248, -0.826172], [4.225103, 5.363144, -2.022593], [3.223475, 5.549426, -3.097460], [3.544504, 5.973831, -4.190457], [1.815645, 5.198343, -2.793364], [1.464002, 4.731173, -1.597875], [2.465899, 4.544071, -0.519983], [2.142882, 4.118814, 0.571866], [4.588801, 4.751150, -0.027604], [5.254773, 5.627908, -2.268180], [1.098679, 5.342032, -3.592184], [0.440959, 4.468290, -1.358243], [-11.032126, 0.759836, -0.976660], [-11.563077, 0.634013, -2.190929], [-11.057071, -0.375914, -3.150526], [-11.538712, -0.490158, -4.257672], [-9.938532, -1.240804, -2.705154], [-9.408465, -1.114087, -1.490774], [-9.914148, -0.105019, -0.531845], [-9.431664, 0.008799, 0.576570], [-11.387861, 1.491938, -0.262823], [-12.380401, 1.256517, -2.532316], [-9.582084, -1.973079, -3.418558], [-8.590463, -1.737189, -1.149387], [8.468318, 3.609795, -5.316227], [8.089787, 3.997038, -4.100693], [7.293719, 5.229012, -3.902261], [6.948706, 5.584916, -2.789511], [6.931563, 6.014106, -5.103971], [7.309903, 5.627327, -6.320179], [8.107543, 4.394161, -6.521375], [8.451354, 4.039772, -7.629464], [9.051388, 2.712099, -5.480216], [8.344181, 3.435672, -3.212018], [6.347795, 6.910210, -4.936998], [7.055456, 6.188099, -7.210511], [0.466225, -1.470261, 6.222192], [0.672934, -2.680610, 5.708698], [1.273430, -3.766662, 6.518666], [1.464431, -4.870245, 6.051601], [1.633304, -3.453404, 7.922477], [1.426317, -2.242690, 8.435440], [0.825495, -1.156578, 7.624756], [0.634865, -0.053181, 8.092968], [0.029170, -0.665258, 5.644720], [0.414512, -2.925155, 4.685741], [2.070080, -4.259024, 8.499120], [1.683351, -1.995724, 9.457814], [12.089394, 1.435532, -1.687969], [13.316251, 1.813168, -1.335892], [13.861698, 3.130223, -1.742471], [14.979597, 3.474420, -1.424072], [12.987616, 4.010409, -2.554510], [11.760985, 3.632113, -2.906158], [11.216899, 2.315499, -2.499186], [10.096129, 1.970176, -2.818315], [11.674291, 0.477642, -1.401197], [13.967494, 1.183703, -0.742879], [13.402127, 4.968415, -2.841636], [11.109286, 4.261502, -3.499420]], "forces_ev_per_angstrom": [[0.118, -0.518, 0.122], [-0.086, -0.566, -0.118], [1.602, 0.579, 0.855], [-0.617, -0.372, 0.625], [-0.588, 3.325, -2.367], [0.374, -2.128, 1.513], [0.650, -0.989, 0.321], [0.014, 0.087, 0.746], [0.653, 0.271, -1.964], [0.638, -0.352, 0.658], [-0.975, 1.238, 0.983], [1.053, -3.609, 0.187], [-0.738, 1.965, -0.381], [0.007, -1.509, -0.977], [-0.399, 1.556, 1.201], [0.293, -0.202, -0.240], [-0.233, -0.199, -0.515], [-0.672, -0.010, 0.703], [0.969, 0.319, 0.934], [-1.141, -0.132, -0.760], [-1.168, -0.036, -0.261], [0.126, -0.479, -0.542], [-0.400, 0.272, -0.407], [-0.678, -0.074, -0.167], [0.402, 0.311, 0.570], [-0.709, 0.572, 0.191], [-0.556, 0.442, -0.038], [0.392, 0.000, 0.363], [-0.563, -0.354, -0.062], [0.295, 0.151, -0.547], [0.719, 0.696, 0.177], [-0.307, -0.170, -0.651], [-0.376, -0.135, -0.507], [0.502, 0.267, -0.019], [-0.188, -0.543, 0.228], [0.269, -0.342, -0.325], [0.614, 0.290, 0.494], [-0.276, 0.552, 0.240], [0.267, -0.592, -0.284], [0.485, 0.447, 0.252], [-0.131, -0.051, -0.086], [0.132, -0.095, -0.016], [-0.175, 0.024, -0.030], [0.080, 0.015, 0.013], [0.127, 0.052, 0.069], [-0.132, 0.108, 0.020], [0.180, -0.040, 0.048], [-0.083, 0.020, -0.024], [0.038, 0.019, 0.027], [-0.039, 0.033, 0.011], [-0.038, -0.021, -0.015], [0.037, -0.036, -0.006], [0.037, -0.002, 0.141], [0.116, 0.092, -0.061], [-0.066, -0.083, 0.161], [0.032, 0.038, -0.077], [-0.024, 0.031, -0.163], [-0.114, -0.075, 0.043], [0.069, 0.041, -0.093], [-0.132, -0.084, 0.014], [-0.001, 0.002, -0.046], [-0.038, -0.026, 0.011], [0.007, -0.007, 0.048], [0.039, 0.020, -0.013], [-0.008, 0.048, -0.132], [0.113, 0.065, 0.144], [0.027, 0.024, -0.042], [-0.011, -0.036, 0.058], [-0.149, -0.033, 0.005], [-0.049, 0.018, -0.101], [0.094, -0.036, 0.198], [0.228, 0.055, -0.267], [-0.026, -0.004, 0.020], [-0.668, -0.039, 0.194], [0.025, 0.008, -0.016], [0.010, -0.031, 0.009], [-0.115, 0.061, -0.096], [0.004, 0.076, 0.149], [-0.084, -0.004, -0.175], [0.035, 0.001, 0.083], [0.121, -0.062, 0.093], [0.044, -0.098, -0.137], [0.077, 0.048, 0.206], [-0.019, -0.033, -0.108], [0.036, -0.018, 0.029], [0.007, -0.026, -0.043], [-0.030, 0.021, -0.029], [-0.007, 0.009, 0.039], [0.032, -0.033, 0.093], [-0.057, -0.005, 0.078], [0.024, 0.037, -0.067], [0.729, -0.049, -0.284], [-0.034, 0.121, -0.090], [-0.055, 0.086, 0.093], [0.023, -0.053, -0.162], [-0.010, 0.032, 0.081], [-0.004, -0.001, 0.008], [0.005, -0.008, -0.028], [-0.040, -0.041, 0.035], [0.015, -0.034, -0.017], [-0.003, -0.077, -0.100], [-0.030, 0.083, -0.099], [0.015, -0.124, -0.068], [-0.001, 0.072, 0.046], [0.019, 0.079, 0.140], [0.056, -0.151, 0.030], [-0.046, 0.176, 0.036], [0.021, -0.081, -0.017], [-0.012, 0.004, 0.018], [-0.039, -0.007, 0.014], [-0.005, -0.024, -0.038], [-0.019, 0.045, -0.013], [0.104, -0.057, 0.075], [-0.118, -0.113, 0.003], [0.184, 0.047, 0.055], [-0.087, -0.022, -0.025], [-0.136, 0.051, -0.086], [0.080, 0.100, -0.010], [-0.095, -0.042, -0.024], [0.131, -0.038, 0.034], [-0.039, 0.015, -0.024], [0.030, 0.038, -0.006], [0.039, -0.015, 0.023], [-0.023, -0.029, 0.001]], "mulliken_charge": [-0.761, 0.381, -1.166, 2.389, -0.948, -0.521, -0.831, -0.096, 0.180, -1.251, -0.496, -0.035, -0.598, -0.135, -0.204, -1.123, -0.176, -1.079, 0.216, 0.235, 0.128, 0.317, 0.380, 0.721, -0.022, 0.247, 0.211, 0.349, 0.330, 0.761, 0.067, 0.323, 0.264, 0.296, 0.314, 0.598, -0.088, 0.254, 0.261, 0.336, -0.378, -0.400, 0.411, -0.532, -0.036, -0.474, 0.334, -0.544, 0.407, 0.420, 0.376, 0.430, -0.208, -0.397, 0.335, -0.542, -0.365, -0.419, 0.467, -0.580, 0.431, 0.429, 0.405, 0.438, -0.592, -0.471, 0.311, -0.553, -0.564, -0.018, 0.531, -0.524, 0.460, 0.709, 0.434, 0.277, -0.397, -0.342, 0.311, -0.546, -0.391, -0.265, 0.488, -0.548, 0.415, 0.407, 0.432, 0.448, -0.352, -0.533, 0.533, -0.681, -0.200, -0.446, 0.362, -0.551, 0.468, 0.545, 0.413, 0.408, -0.220, -0.299, 0.289, -0.543, -0.401, -0.372, 0.258, -0.541, 0.499, 0.504, 0.406, 0.406, -0.403, -0.412, 0.267, -0.534, -0.457, -0.072, 0.506, -0.527, 0.419, 0.402, 0.419, 0.402]}



{"formula": "C4H12", "method": "the ωB97M-V functional and the def2-TZVPD basis", "smiles": "CC.CC", "relative_energy_ev": 1.561, "orbital_gap_ev": 12.0, "mol_weight_g_mol": 60.14, "multiplicity": 1, "elements": ["C", "C", "H", "H", "H", "H", "H", "H", "C", "C", "H", "H", "H", "H", "H", "H"], "xyz": [[1.706481, 0.109799, -1.311160], [0.660184, 1.242564, -1.298326], [1.240759, -0.643597, -0.771204], [2.050694, -0.329831, -2.239974], [2.691709, 0.515646, -0.751669], [0.885185, 1.969074, -0.458093], [-0.317681, 0.853117, -1.138457], [0.853748, 1.810965, -2.206503], [-0.688310, -0.982218, 1.594091], [-1.824863, -0.203378, 1.096779], [-0.948526, -2.043265, 1.948623], [0.010751, -1.387593, 0.705572], [0.179886, -0.772977, 2.268598], [-1.508273, 0.791652, 0.816604], [-2.189249, -0.785034, 0.165570], [-2.802489, -0.144929, 1.579546]], "forces_ev_per_angstrom": [[2.412, 2.258, 1.405], [2.309, 1.131, 0.182], [-0.070, -1.783, 1.297], [-0.323, 0.409, -0.469], [-2.149, -1.267, -1.159], [-0.317, -0.937, -0.780], [-0.839, -0.018, -0.455], [-0.936, 0.232, -0.121], [3.777, -5.294, -0.386], [-1.610, -0.257, -2.403], [-0.294, 1.483, -0.157], [-1.686, 1.251, 1.248], [-1.436, 1.247, 0.043], [-0.217, 0.285, -0.267], [0.792, 1.219, 0.911], [0.587, 0.039, 1.110]], "mulliken_charge": [-0.508, -0.670, -0.010, 0.321, 0.195, 0.233, 0.129, 0.316, -0.634, -0.796, 0.263, 0.013, 0.332, 0.218, 0.240, 0.357]}